This record from OMol25 describes a gas-phase ion, C4H11O4PSi (charge -2). The level of theory is ωB97M-V with the def2-TZVPD basis set.

- structure (SMILES) = C=P([O-])([O-])O[Si](C)(C)OC
- net charge = -2
- electronic energy (eV) = -29683.8302
- Kohn-Sham gap (eV) = 5.041
- lowest unoccupied orbital energy (eV) = 5.97

Each atom is followed by the atoms it is bonded to, with distances in Å.
Positions of all 21 atoms, in Å:
1 C -1.87846 -2.08417 0.75843  O8 1.337, H11 1.082, H12 1.217, H13 1.222
2 C -1.22899 1.17166 0.75366  Si9 1.945, H14 1.062, H15 0.991, H16 1.211
3 C -0.48990 0.39619 -2.19888  Si9 1.935, H17 0.996, H18 1.174, H19 1.187
4 C 2.50072 1.43028 1.05410  P10 1.688, H20 1.017, H21 1.105
5 O 3.01477 0.25672 -1.40327  P10 1.541
6 O 0.85249 -0.79644 0.17071  Si9 1.524, P10 2.099
7 O 3.49665 -1.13560 0.70147  P10 1.522
8 O -1.77515 -1.30340 -0.32242  C1 1.337, Si9 1.712
9 Si -0.45185 -0.21769 -0.36422  C2 1.945, C3 1.935, O6 1.524, O8 1.712
10 P 2.76768 0.06009 0.10473  C4 1.688, O5 1.541, O6 2.099, O7 1.522
11 H -2.54126 -1.68401 1.51398  C1 1.082
12 H -0.88516 -2.39522 1.38920  C1 1.217
13 H -2.39085 -3.12133 0.36382  C1 1.222
14 H -0.75592 1.16650 1.70465  C2 1.062
15 H -1.01157 2.07526 0.40836  C2 0.991
16 H -2.41816 0.94260 0.78222  C2 1.211
17 H -0.91802 -0.22162 -2.85220  C3 0.996
18 H -0.89448 1.49167 -2.32354  C3 1.174
19 H 0.64376 0.45524 -2.54534  C3 1.187
20 H 2.06007 1.25335 1.95314  C4 1.017
21 H 2.30362 2.25993 0.35139  C4 1.105

These are the natural (NBO) partial charges, in e, on atoms 1 to 2:
1. C -0.218
2. C -1.127